DFT (ωB97M-V/def2-TZVPD) results for a 2-piece molecular cluster, C6H9N2OP overall at a distorted geometry.

The geometry in ORCA input format:
```
! RIJCOSX wB97M-V def2-TZVPD def2/J DEFGRID3
* xyz 0 1
P -1.538 -0.710 -0.321
O 0.747 2.466 0.651
N -2.386 -1.219 0.885
N -2.122 0.823 -0.586
C 0.868 1.127 0.297
C 0.743 0.193 1.320
C 1.376 -0.600 -1.300
C 1.161 -1.584 -0.334
C 0.934 -1.191 0.987
C 1.145 0.762 -1.020
H 1.034 1.389 -1.867
H -2.377 1.154 -1.445
H 1.326 -2.616 -0.652
H 0.501 -1.820 1.755
H 0.755 0.458 2.405
H -1.867 -1.951 1.380
H -2.512 1.292 0.185
H 1.766 -0.928 -2.299
H 0.447 2.954 -0.039
*
```

Results
SMILES: Oc1ccccc1.[H]/N=P/N
Relative energy (zero: lowest compared OMol25 entry of this formula, charge and spin): 33.3 kcal/mol
DFT total energy: -20682.9846 eV
LUMO: 0.70 eV
Gap between HOMO and LUMO: 9.03 eV
Highest occupied orbital energy: -8.34 eV